No. 1
Below is C11H23NNaO2PS as an isolated structure, with properties calculated with ωB97M-V/def2-TZVPD.

The geometry in XYZ format:
```
40
Properties=species:S:1:pos:R:3:lowdin_spin:R:1
C 4.501 -0.493 0.811 0.000
O 3.154 -0.716 0.426 0.000
C 2.325 0.406 0.573 0.000
C 1.075 0.244 -0.305 0.000
P 1.629 0.211 -2.075 0.000
S 0.428 -0.593 -3.376 0.000
C 0.211 1.512 -0.086 0.000
C -1.303 1.402 0.186 0.026
C -2.097 1.636 -1.105 0.021
C -1.700 2.438 1.235 0.005
N -1.670 0.070 0.737 0.409
O -2.869 -0.040 1.154 0.472
C -1.087 -1.199 0.264 0.027
C -1.353 -2.250 1.347 0.004
C -1.857 -1.605 -0.998 0.023
C 0.428 -1.118 0.050 0.001
H 4.582 -0.295 1.884 0.000
H 4.927 0.352 0.261 0.000
H 5.050 -1.399 0.571 0.000
H 1.990 0.508 1.616 0.000
H 2.865 1.329 0.315 0.000
H 2.918 -0.339 -2.022 0.000
H 1.926 1.568 -2.296 0.000
H 0.298 2.171 -0.952 0.000
H 0.662 2.067 0.740 0.000
H -1.689 1.072 -1.946 0.000
H -3.143 1.367 -0.954 0.002
H -2.049 2.694 -1.366 0.002
H -2.780 2.480 1.361 0.000
H -1.353 3.421 0.913 0.000
H -1.248 2.213 2.202 0.000
H -0.864 -3.188 1.076 0.000
H -2.425 -2.406 1.500 -0.001
H -0.961 -1.932 2.312 0.000
H -1.598 -2.636 -1.272 0.002
H -2.917 -1.484 -0.740 0.003
H -1.665 -0.995 -1.877 0.001
H 0.914 -1.470 0.960 0.000
H 0.674 -1.854 -0.719 0.000
Na -3.927 -3.149 -0.403 0.002
```

**Total charge**: +1
**E_tot**: -1539.7263 Ha
**Spin multiplicity**: 2
**HOMO (alpha / beta)**: -11.301 / -11.387 eV

***

No. 2
Below is one molecule with the formula C11H23NOSi, with properties calculated with ωB97M-V/def2-TZVPD.

The geometry in XYZ format:
```
37
Properties=species:S:1:pos:R:3:lowdin_charge:R:1
C 3.298 -0.443 1.230 -0.068
C 1.814 -0.307 0.693 -0.352
C 1.225 -1.737 0.441 -0.044
C 1.661 0.659 -0.525 -0.555
C 2.241 2.049 -0.199 -0.060
C 2.333 0.150 -1.756 -0.048
C 0.198 0.796 -0.943 -0.077
C -0.956 1.000 0.206 -0.244
C -1.189 2.375 0.581 -0.178
N -1.418 3.476 0.862 0.173
O -2.216 0.550 -0.514 -0.270
Si -3.282 -0.559 -0.071 0.412
C -4.231 0.135 1.400 -0.173
C -4.203 -0.807 -1.625 -0.195
H 3.975 -0.865 0.455 0.080
H 3.742 0.619 1.266 0.080
H 3.424 -0.911 2.193 0.066
H 1.315 0.258 1.555 0.138
H 1.412 -1.892 -0.648 0.082
H 0.228 -1.788 0.885 0.058
H 1.877 -2.478 0.880 0.066
H 2.000 2.458 0.790 0.088
H 3.361 1.980 -0.103 0.083
H 2.058 2.831 -0.924 0.084
H 3.129 0.783 -2.006 0.064
H 1.660 0.122 -2.640 0.104
H 2.718 -0.872 -1.521 0.093
H 0.037 1.722 -1.589 0.157
H -0.015 -0.111 -1.378 0.076
H -0.769 0.263 1.110 0.152
H -2.344 -1.722 0.533 0.024
H -4.824 0.990 1.472 0.014
H -4.982 -0.511 1.811 0.021
H -3.540 0.256 2.172 -0.001
H -4.692 0.250 -1.735 0.076
H -3.576 -0.889 -2.504 0.021
H -5.095 -1.518 -1.602 0.054
```

**Total charge**: 0
**E_tot**: -852.3738 Ha
**HOMO**: -10.267 eV
**Energy above the lowest of the compared OMol25 structures with the same formula, charge and spin**: 223.29 kJ/mol

***

No. 3
Below is C11H24BrF9N2O13S3V as an isolated structure, with properties calculated with ωB97M-V/def2-TZVPD.

The geometry in XYZ format:
```
64
Properties=species:S:1:pos:R:3:lowdin_charge:R:1
O 0.471 0.476 -0.359 -0.444
V 1.396 -0.597 -1.163 0.693
O 1.826 -1.733 -0.059 -0.419
C -2.445 0.981 1.392 -0.019
C -3.951 1.253 1.224 -0.232
C -4.597 0.899 -0.161 -0.174
O -5.943 1.232 -0.498 -0.178
C -6.123 1.051 -1.906 -0.096
N -4.699 0.512 2.352 0.229
H -4.111 0.424 3.168 0.157
H -5.586 0.943 2.571 0.163
H -4.908 -0.424 2.035 0.163
H -1.852 1.500 0.639 0.089
H -2.109 -0.055 1.414 0.090
H -2.037 1.469 2.278 0.078
H -4.190 2.302 1.403 0.149
H -4.624 -0.167 -0.385 0.113
H -3.904 1.197 -0.947 0.132
H -5.414 1.564 -2.556 0.095
H -7.129 1.391 -2.151 0.091
H -6.079 0.050 -2.335 0.095
C 5.079 -0.295 3.134 -0.044
C 3.692 0.053 3.591 -0.275
C 3.227 1.543 3.537 -0.099
O 1.798 1.761 3.828 -0.201
C 1.265 2.990 3.541 -0.142
N 2.678 -0.894 2.883 0.239
H 2.802 -0.773 1.888 0.102
H 2.813 -1.878 3.067 0.162
H 1.680 -0.751 2.953 0.155
H 5.845 0.220 3.715 0.094
H 5.234 0.026 2.104 0.080
H 5.278 -1.362 3.231 0.094
H 3.648 -0.458 4.553 0.136
H 3.441 1.991 2.567 0.120
H 3.830 2.046 4.293 0.128
H 1.688 3.787 4.153 0.089
H 0.183 3.021 3.671 0.079
H 1.347 3.165 2.469 0.101
C 5.126 -2.780 -3.342 -0.669
F 5.528 -1.515 -3.314 0.127
F 5.618 -3.536 -4.274 0.164
F 5.422 -3.267 -2.133 0.088
S 3.148 -2.881 -3.278 0.571
O 2.645 -2.747 -4.669 -0.341
O 2.829 -4.143 -2.546 -0.342
O 2.828 -1.685 -2.507 -0.460
C -0.925 2.725 -3.086 -0.730
F -0.403 3.050 -1.878 0.100
F -2.024 2.025 -2.967 0.131
F -1.189 3.780 -3.744 0.189
S 0.340 1.602 -3.960 0.522
O 0.574 0.445 -3.089 -0.398
O -0.130 1.058 -5.225 -0.314
O 1.583 2.397 -4.108 -0.348
C -2.525 -2.914 -0.693 -0.830
F -3.132 -4.025 -0.731 0.202
F -3.259 -1.921 -1.018 0.173
F -1.984 -2.745 0.490 0.129
S -1.063 -3.060 -1.831 0.565
O -0.425 -1.708 -1.920 -0.380
O -0.227 -4.122 -1.265 -0.309
O -1.565 -3.515 -3.140 -0.315
Br 3.690 1.021 -0.906 -0.116
```

**Total charge**: -1
**E_tot**: -7132.4849 Ha
**HOMO**: -5.048 eV
**Energy above the lowest of the compared OMol25 structures with the same formula, charge and spin**: 590.78 kJ/mol

***

No. 4
Below is C11H24ClIN3OP2Ru as an isolated structure, with properties calculated with ωB97M-V/def2-TZVPD.

The geometry in XYZ format:
```
44
Properties=species:S:1:pos:R:3:lowdin_spin:R:1
C -3.205 -0.666 0.806 0.081
I -4.138 -2.314 1.441 0.159
H -3.539 -0.129 -0.086 0.004
H -3.523 -0.074 1.704 0.006
H -2.109 -0.883 0.763 0.040
Ru 1.506 0.703 -1.182 1.722
P 1.748 -1.121 -2.377 0.044
C 1.120 -2.802 -2.187 0.002
C 1.557 -0.467 -4.032 0.008
H 3.585 -0.128 -1.376 0.017
H 4.156 -0.943 -2.935 0.007
H 3.800 -1.969 -1.492 0.003
C 3.519 -1.038 -2.029 0.071
H 1.730 0.619 -3.934 0.001
H 2.277 -0.968 -4.677 0.000
H 1.603 -3.491 -2.909 0.000
H 0.033 -2.821 -2.381 0.000
H 0.519 -0.656 -4.366 0.000
H 1.286 -3.170 -1.163 0.000
C 0.973 -0.288 0.258 0.008
O 0.622 -1.086 1.058 0.007
Cl 1.350 2.839 -0.244 0.151
C -3.119 2.484 3.859 0.029
N -2.209 1.465 4.478 0.245
C -0.878 2.016 4.773 0.018
N -0.269 2.650 3.574 0.501
C -1.199 3.750 3.193 0.020
N -2.504 3.226 2.741 0.145
C -2.342 2.394 1.536 0.041
P -1.462 0.812 1.932 0.448
C -2.054 0.275 3.621 0.044
C 0.035 1.711 2.511 0.127
H -3.400 3.212 4.642 0.004
H -4.057 1.990 3.531 0.004
H -0.240 1.193 5.128 0.001
H -0.982 2.805 5.569 0.002
H -0.712 4.335 2.399 0.003
H -1.375 4.317 4.121 0.002
H -3.317 2.239 1.056 0.007
H -1.667 2.856 0.800 0.002
H -1.248 -0.372 4.040 0.000
H -2.971 -0.321 3.615 0.010
H 0.407 2.237 1.596 0.008
H 0.760 0.922 2.768 0.007
```

**Total charge**: +3
**E_tot**: -2207.2912 Ha
**Spin multiplicity**: 5
**HOMO (alpha / beta)**: -18.100 / -17.885 eV
**Energy above the lowest of the compared OMol25 structures with the same formula, charge and spin**: 196.26 kJ/mol

***

No. 5
Below is a 2-piece molecular cluster, C11H24F3O4PS overall, with properties calculated with ωB97M-V/def2-TZVPD.

The geometry in XYZ format:
```
44
Properties=species:S:1:pos:R:3:lowdin_charge:R:1
C 7.039 0.599 1.217 -0.137
O 6.775 -0.798 0.841 -0.273
C 5.620 -1.364 1.557 -0.211
C 4.270 -0.701 0.904 -0.266
C 3.175 -1.780 0.330 -0.418
P 1.477 -0.830 0.230 0.757
C -0.097 0.312 0.164 -0.343
C -0.489 0.965 1.613 -0.258
O 0.607 0.957 2.612 -0.120
C -1.805 0.324 2.345 -0.162
F -2.786 1.439 2.616 -0.021
F -1.440 -0.298 3.673 0.001
F -2.543 -0.688 1.558 0.011
H 7.247 0.679 2.388 0.105
H 6.169 1.349 0.987 0.087
H 7.976 0.978 0.583 0.113
H 5.702 -1.000 2.691 0.123
H 5.606 -2.543 1.610 0.135
H 3.748 -0.073 1.757 0.095
H 4.549 0.046 0.037 0.113
H 3.501 -2.034 -0.785 0.090
H 3.047 -2.741 0.992 0.084
H 1.077 -1.552 -0.961 0.022
H 1.118 -1.359 1.523 0.029
H 2.258 0.399 0.057 0.012
H -0.970 -0.220 -0.403 0.056
H 0.231 1.225 -0.533 0.101
H -0.736 2.115 1.424 0.166
H 1.471 1.275 2.213 0.099
O -3.442 -1.702 -2.328 -0.315
S -3.449 -0.267 -2.137 0.675
O -2.235 0.490 -1.901 -0.349
C -4.334 0.479 -3.492 -0.236
C -5.784 0.495 -3.030 -0.227
C -5.747 0.936 -1.567 -0.218
C -4.647 0.134 -0.874 -0.227
H -4.181 -0.102 -4.404 0.111
H -3.951 1.495 -3.623 0.110
H -6.393 1.167 -3.641 0.118
H -6.212 -0.511 -3.102 0.122
H -5.512 2.006 -1.515 0.120
H -6.713 0.788 -1.075 0.118
H -4.162 0.714 -0.085 0.095
H -5.033 -0.804 -0.464 0.113
```

**Total charge**: 0
**E_tot**: -1773.3523 Ha
**HOMO**: -8.189 eV

***

No. 6
Below is an isolated ion of composition C11H24FN3O4P and charge +1, with properties calculated with ωB97M-V/def2-TZVPD.

The geometry in XYZ format:
```
44
Properties=species:S:1:pos:R:3:lowdin_charge:R:1
C 4.928 -1.355 0.405 -0.084
O 3.855 -2.191 -0.004 -0.171
C 2.614 -1.533 0.027 -0.266
C 1.483 -2.552 -0.016 -0.130
C 0.275 -2.146 0.860 -0.131
C -0.999 -1.791 0.102 -0.116
N -1.341 -0.307 -0.014 -0.136
P -3.102 -0.279 -0.428 0.482
N -3.584 1.127 -0.790 -0.088
O -3.281 -1.319 -1.593 -0.065
O -3.788 -0.910 0.847 -0.078
C -1.261 0.430 1.302 -0.100
C 0.050 1.210 1.544 -0.153
N 0.816 1.530 0.356 0.032
C 0.002 1.713 -0.826 -0.272
C -0.905 2.923 -0.746 -0.101
C -0.019 4.159 -0.863 -0.202
O 0.612 4.370 -1.894 0.061
C -0.676 0.394 -1.180 -0.242
F 0.259 -0.439 -1.715 0.072
H 4.676 -0.300 0.315 0.083
H 5.177 -1.585 1.436 0.092
H 5.777 -1.523 -0.243 0.090
H 2.565 -0.890 0.913 0.108
H 2.552 -0.877 -0.848 0.118
H 1.910 -3.486 0.327 0.124
H 1.167 -2.689 -1.043 0.109
H 0.032 -3.016 1.458 0.124
H 0.614 -1.393 1.562 0.094
H -1.835 -2.233 0.635 0.117
H -1.000 -2.260 -0.871 0.128
H -4.300 1.467 -0.165 0.032
H -3.443 -0.804 -2.399 0.116
H -4.715 -1.104 0.655 0.121
H -1.362 -0.312 2.083 0.134
H -2.099 1.103 1.410 0.107
H -0.203 2.119 2.081 0.124
H 0.701 0.647 2.202 0.115
H 1.566 0.877 0.191 0.091
H 0.686 1.897 -1.650 0.161
H -1.497 2.957 0.161 0.103
H -1.578 2.947 -1.595 0.123
H 0.071 4.856 -0.014 0.130
H -1.397 0.572 -1.975 0.142
```

**Total charge**: +1
**E_tot**: -1339.7353 Ha
**HOMO**: -12.361 eV

***

No. 7
Below is one molecule with the formula C11H24N4O4S, with properties calculated with ωB97M-V/def2-TZVPD.

The geometry in XYZ format:
```
44
Properties=species:S:1:pos:R:3:lowdin_charge:R:1
H -2.263 1.771 1.375 0.048
N -1.256 1.661 1.419 0.128
C -0.659 2.696 0.968 -0.554
N -1.294 3.862 0.513 0.117
N 0.729 2.818 0.973 0.039
C 1.508 1.573 1.074 -0.195
C 1.530 1.005 2.479 -0.196
C 2.133 -0.398 2.552 -0.172
C 1.129 -1.553 2.416 -0.115
C 0.980 -2.171 1.040 -0.275
O 2.240 -2.253 0.378 -0.149
S 2.134 -1.891 -1.165 0.585
O 1.930 -3.094 -1.888 -0.211
O 3.158 -0.991 -1.530 -0.209
O 0.781 -1.074 -1.074 -0.180
C 0.015 -1.416 0.095 -0.281
C -1.298 -2.128 -0.213 -0.122
C -1.788 -1.852 -1.632 -0.188
C -2.075 -0.367 -1.891 -0.188
C -1.575 0.139 -3.258 -0.273
N -0.978 1.483 -3.244 -0.009
H -2.275 3.714 0.334 0.084
H -0.854 4.293 -0.289 0.083
H 0.998 3.313 0.131 0.118
H 1.184 0.847 0.322 0.097
H 2.534 1.834 0.819 0.128
H 2.131 1.670 3.099 0.113
H 0.540 0.985 2.924 0.091
H 2.962 -0.506 1.854 0.115
H 2.566 -0.491 3.547 0.110
H 1.450 -2.349 3.086 0.117
H 0.154 -1.222 2.773 0.129
H 0.573 -3.175 1.179 0.149
H -0.230 -0.470 0.582 0.102
H -2.031 -1.722 0.487 0.127
H -1.240 -3.200 -0.024 0.118
H -1.030 -2.197 -2.333 0.102
H -2.681 -2.450 -1.800 0.113
H -3.152 -0.200 -1.843 0.107
H -1.626 0.265 -1.126 0.083
H -0.815 -0.538 -3.644 0.104
H -2.391 0.165 -3.978 0.106
H -0.190 1.472 -2.605 0.052
H -1.658 2.141 -2.880 0.053
```

**Total charge**: 0
**E_tot**: -1351.7052 Ha
**HOMO**: -9.381 eV
**Energy above the lowest of the compared OMol25 structures with the same formula, charge and spin**: 0.00 kJ/mol

***

No. 8
Below is C11H24N5O7PbS2Se as an isolated structure, with properties calculated with ωB97M-V/def2-TZVPD.

The geometry in XYZ format:
```
51
Properties=species:S:1:pos:R:3:lowdin_charge:R:1
Pb 2.141 0.726 -0.209 1.089
N 4.555 0.773 0.314 -0.126
C 5.181 -0.534 0.121 -0.234
C 4.771 -1.068 -1.261 -0.245
N 3.331 -1.312 -1.406 -0.089
H 4.946 1.529 -0.269 0.039
H 4.662 1.100 1.306 0.126
H 4.798 -1.227 0.879 0.121
H 6.264 -0.427 0.261 0.130
H 5.331 -1.998 -1.441 0.126
H 4.994 -0.336 -2.060 0.125
H 2.988 -2.203 -1.016 0.103
H 3.022 -1.229 -2.364 0.055
Se 2.048 1.549 -2.792 0.562
C -3.347 0.911 3.271 -0.101
C -4.390 0.640 2.162 -0.298
S -4.901 -1.034 1.764 0.705
O -6.303 -1.202 2.149 -0.311
O -3.895 -1.981 2.201 -0.314
C -4.745 -0.975 -0.099 -0.178
C -3.783 -2.020 -0.669 -0.119
N -2.337 -1.908 -0.295 0.069
C -1.457 -0.931 -0.590 -0.331
N -0.197 -1.234 -0.214 0.034
C -0.256 -2.538 0.174 -0.042
C -1.561 -2.965 0.132 -0.173
N -1.941 -4.300 0.267 -0.271
O -1.024 -5.131 0.437 0.083
O -3.182 -4.586 0.213 0.051
C -1.807 0.352 -1.236 0.012
H -3.443 1.889 3.783 0.088
H -2.341 0.909 2.832 0.063
H -3.333 0.056 3.975 0.083
H -4.064 1.140 1.244 0.071
H -5.388 1.039 2.471 0.109
H -4.504 0.056 -0.448 0.089
H -5.720 -1.246 -0.518 0.110
H -3.796 -2.061 -1.766 0.143
H -4.061 -3.034 -0.353 0.102
H 0.622 -3.100 0.496 0.126
H -2.447 0.194 -2.110 0.101
H -0.859 0.821 -1.563 0.049
H -2.337 0.978 -0.552 0.068
C 3.569 5.360 -0.787 -0.130
S 3.414 3.657 -1.000 0.482
O 2.655 3.537 -2.350 -0.620
O 2.553 3.253 0.202 -0.495
O 4.774 3.103 -1.104 -0.328
H 2.570 5.832 -0.655 0.103
H 4.099 5.703 -1.679 0.089
H 4.133 5.474 0.152 0.096
```

**Total charge**: +1
**E_tot**: -4624.3162 Ha
**HOMO**: -12.156 eV
**Energy above the lowest of the compared OMol25 structures with the same formula, charge and spin**: 14.65 kJ/mol

***

Which of these has the lowest total charge?
C11H24BrF9N2O13S3V

***

Among the records above, which one has the lowest E_tot?
C11H24BrF9N2O13S3V

***

Which of these has the lowest total charge?
C11H24BrF9N2O13S3V